Formula: C16H16N2O2S
Source: the Open Molecules 2025 dataset
Level of theory: ωB97M-V/def2-TZVPD

XYZ file:
```
37
Properties=species:S:1:pos:R:3:forces:R:3:mulliken_charge:R:1
C 1.002 5.928 -2.190 0.3 -0.1 0.4 -0.7099
H 0.509 4.961 -2.228 -0.1 0.0 -0.1 0.2265
H 1.754 6.009 -2.970 0.0 0.0 -0.1 0.2471
H 0.272 6.724 -2.294 -0.1 0.0 -0.1 0.3351
S 1.783 6.149 -0.570 0.2 0.0 -0.1 -0.0721
C 2.930 4.716 -0.595 -0.4 0.6 -0.1 -1.2091
C 2.173 3.432 -0.634 0.0 -0.2 0.0 0.7794
C 2.142 2.654 -1.786 0.0 0.1 0.2 -0.4749
C 1.400 1.490 -1.824 -0.2 -0.2 0.1 -0.6227
C 0.683 1.071 -0.708 0.1 0.3 -0.2 0.5138
C 0.695 1.861 0.440 0.0 -0.1 -0.1 -0.7370
C 1.430 3.029 0.471 0.1 0.0 0.0 -0.6979
H 1.422 3.651 1.354 0.0 0.1 0.1 0.3990
H 0.102 1.591 1.304 -0.1 0.0 0.1 0.4256
C -0.110 -0.188 -0.827 0.1 0.0 0.1 0.6481
O -0.587 -0.548 -1.882 0.0 -0.1 -0.1 -0.6464
N -0.214 -0.881 0.348 0.2 0.2 0.4 -0.1522
C -0.886 -2.075 0.606 -0.2 -0.3 0.0 0.9504
C -0.759 -2.626 1.882 0.1 0.1 -0.1 -0.6208
C -1.396 -3.807 2.205 -0.1 -0.1 -0.2 -0.9106
C -2.183 -4.460 1.261 0.0 0.2 -0.2 0.4666
C -2.326 -3.892 -0.003 0.0 -0.2 0.3 -0.8295
C -1.683 -2.719 -0.338 0.0 0.1 -0.2 -0.4393
H -1.792 -2.294 -1.322 0.0 0.0 0.0 0.4926
H -2.956 -4.393 -0.721 -0.1 0.0 -0.1 0.4169
C -2.912 -5.726 1.549 0.1 -0.1 0.1 0.3817
O -3.945 -6.033 0.991 -0.2 0.0 -0.2 -0.6178
N -2.347 -6.523 2.494 0.1 -0.2 0.3 -0.3825
H -1.422 -6.359 2.847 0.0 0.0 -0.1 0.1910
H -2.780 -7.413 2.679 0.0 0.1 0.0 0.2232
H -1.301 -4.197 3.208 0.0 0.0 0.1 0.3658
H -0.158 -2.120 2.625 0.0 0.0 0.1 0.3344
H 0.298 -0.510 1.137 0.0 0.0 -0.2 0.1711
H 1.363 0.886 -2.718 0.0 -0.1 -0.1 0.4198
H 2.702 2.963 -2.657 0.1 0.0 -0.1 0.3305
H 3.508 4.815 0.323 0.1 0.0 0.0 0.4028
H 3.587 4.831 -1.457 0.1 -0.1 0.1 0.4011
```
Forces are in eV/Å.

Computed properties:
- SMILES = CSCc1ccc(C(=O)Nc2ccc(C(N)=O)cc2)cc1
- relative energy (zero: lowest compared OMol25 entry of this formula, charge and spin) (kcal/mol) = 1.30
- E_LUMO (eV) = 0.242
- Kohn-Sham gap (Eh) = 0.3273
- charge = 0
- spin multiplicity = 1

---

Formula: C16H16N2O4
Source: the Open Molecules 2025 dataset
Level of theory: ωB97M-V/def2-TZVPD

XYZ file:
```
38
Properties=species:S:1:pos:R:3:forces:R:3:mulliken_charge:R:1
O -1.957 -0.362 -1.029 -0.3 0.2 0.1 -0.6380
C -1.082 -1.074 -1.470 0.1 -0.6 -0.2 0.5948
N -0.168 -0.640 -2.370 0.4 0.1 -0.4 -0.1196
H 0.562 -1.256 -2.688 -0.2 -0.1 0.1 0.2262
C -0.139 0.727 -2.844 -0.1 0.3 0.1 -1.0602
C 1.087 1.457 -2.392 0.5 -0.6 -0.3 0.4785
C 2.412 1.134 -2.462 -0.7 0.0 0.0 -0.2468
C 3.113 2.214 -1.871 -0.3 0.5 0.2 -0.4792
C 2.162 3.108 -1.490 0.9 0.0 0.0 -0.5044
O 0.937 2.656 -1.799 -0.5 0.1 0.0 -0.3398
H 2.227 4.064 -1.010 -0.1 0.1 0.1 0.4740
H 4.173 2.305 -1.752 0.2 0.1 0.1 0.4467
H 2.842 0.249 -2.885 0.0 -0.2 -0.1 0.4992
H -0.204 0.732 -3.939 0.0 0.1 0.2 0.3832
H -1.019 1.225 -2.428 0.1 -0.1 -0.1 0.3249
C -0.919 -2.526 -1.051 -0.1 0.2 0.3 -0.6604
H -0.337 -3.094 -1.776 0.0 0.0 0.0 0.3990
C -0.257 -2.619 0.336 0.0 -0.2 -0.1 -1.1361
N -0.881 -1.705 1.270 0.1 -0.2 0.1 0.1212
C -2.108 -2.067 1.737 -0.1 0.2 0.4 0.6179
O -2.592 -3.157 1.520 -0.2 -0.1 -0.1 -0.6516
C -2.838 -0.984 2.509 -0.5 -0.1 -0.2 -0.3563
H -3.374 -0.371 1.765 0.1 -0.1 0.1 0.1915
O -1.996 -0.173 3.296 0.3 0.0 0.1 -0.5263
C -0.888 0.277 2.636 0.2 0.2 -0.2 0.2992
C -0.307 1.462 3.060 -0.1 -0.2 -0.1 -0.6534
C 0.823 1.948 2.429 0.0 0.0 0.0 -0.7208
C 1.360 1.256 1.360 0.1 0.0 0.0 -0.9339
C 0.790 0.068 0.936 0.0 -0.1 0.0 -0.5620
C -0.326 -0.454 1.579 0.0 0.3 0.4 1.2507
H 1.233 -0.441 0.095 0.0 -0.1 -0.1 0.3156
H 2.233 1.634 0.850 0.0 0.0 -0.1 0.5038
H 1.273 2.869 2.765 0.0 0.1 0.0 0.3997
H -0.759 1.983 3.889 -0.1 0.1 0.1 0.4539
H -3.563 -1.440 3.185 0.1 0.0 -0.2 0.3190
H -0.406 -3.631 0.725 0.1 0.2 -0.1 0.4082
H 0.812 -2.413 0.288 -0.1 0.0 0.1 0.5026
H -1.917 -2.959 -0.971 0.1 0.0 -0.1 0.3790
```
Forces are in eV/Å.

Computed properties:
- SMILES = O=C(CCN1C(=O)COc2ccccc21)NCc1ccco1
- relative energy (zero: lowest compared OMol25 entry of this formula, charge and spin) (kcal/mol) = 29.13
- E_LUMO (eV) = 0.580
- Kohn-Sham gap (Eh) = 0.3197
- charge = 0
- spin multiplicity = 1

---

Formula: C16H16N2O4
Source: the Open Molecules 2025 dataset
Level of theory: ωB97M-V/def2-TZVPD

XYZ file:
```
38
Properties=species:S:1:pos:R:3:forces:R:3:mulliken_charge:R:1
O 0.286 2.380 -0.586 0.4 -0.9 0.8 -0.6324
O 4.138 -2.008 -2.691 -1.7 0.7 0.3 -0.6137
O 2.477 -0.994 -3.696 0.7 -0.8 1.7 -0.5832
O -2.164 0.544 2.123 -0.3 -0.4 0.4 -0.6233
C -0.672 2.034 -1.260 0.8 1.7 0.1 0.7909
C -1.023 2.930 -2.369 -2.2 -0.5 -1.8 -0.8865
C -2.110 2.657 -3.185 0.8 -0.9 1.5 -0.1381
C -2.871 1.428 -2.931 0.5 -0.1 1.0 -0.6871
C -2.522 0.635 -1.846 -0.3 0.6 -0.9 0.0022
C 2.898 -1.688 -0.185 2.1 -0.9 -1.6 -0.5218
C 1.026 -0.770 -1.402 0.4 0.0 -0.3 -0.1881
C 2.274 -1.550 1.023 -1.0 0.6 0.4 -0.5622
C 2.340 -1.308 -1.425 -2.1 0.5 2.1 -0.6905
C 0.383 -0.617 -0.181 1.4 -0.3 -0.4 0.5043
C 1.015 -0.943 1.026 -0.6 0.2 -0.3 -0.3721
N -1.456 0.913 -0.964 -1.0 -0.5 -1.6 0.3258
N 3.023 -1.456 -2.675 1.4 0.0 -2.1 0.9640
C 0.870 0.145 3.299 1.4 0.7 -0.7 -1.7848
C -0.577 -1.785 2.724 -0.3 -0.4 -0.2 -1.6416
C -0.999 -0.095 0.028 -0.2 0.9 0.3 -0.6988
C -0.927 0.397 1.458 0.8 0.2 1.4 -0.7980
C 0.104 -0.550 2.184 0.3 0.0 -0.4 2.0060
H -1.998 0.921 3.013 -0.1 -0.3 -0.9 0.3952
H -0.429 3.841 -2.584 -0.2 -0.9 0.7 0.3713
H -2.386 3.350 -3.972 0.0 -0.2 0.0 0.3963
H -3.735 1.114 -3.556 0.8 0.4 0.6 0.3486
H -3.137 -0.254 -1.677 0.6 0.2 0.3 0.3111
H 3.914 -2.138 -0.185 -0.8 0.4 -0.2 0.4056
H 0.500 -0.405 -2.294 0.6 -0.4 0.2 0.5524
H 2.768 -1.883 1.937 -0.2 0.2 -0.3 0.4442
H 1.510 0.978 2.906 -0.4 -0.7 0.1 0.3891
H 1.550 -0.548 3.825 -0.4 0.2 -0.1 0.4020
H 0.233 0.626 4.014 -0.6 0.0 0.6 0.4142
H -1.033 -1.576 3.688 -0.5 0.0 -0.1 0.3833
H -1.287 -2.159 1.971 -0.1 -0.1 0.6 0.3394
H 0.141 -2.572 2.922 0.3 -0.2 -0.1 0.3976
H -1.651 -0.950 0.075 -0.9 -0.2 -0.7 0.6741
H -0.475 1.357 1.446 0.7 1.0 -0.3 0.6044
```
Forces are in eV/Å.

Computed properties:
- SMILES = CC1(C)c2ccc([N+](=O)[O-])cc2[C@H](n2ccccc2=O)[C@H]1O
- relative energy (zero: lowest compared OMol25 entry of this formula, charge and spin) (kcal/mol) = 104.24
- E_LUMO (eV) = -0.703
- Kohn-Sham gap (Eh) = 0.2888
- charge = 0
- spin multiplicity = 1

---

Formula: C16H16N2S
Source: the Open Molecules 2025 dataset
Level of theory: ωB97M-V/def2-TZVPD

XYZ file:
```
35
Properties=species:S:1:pos:R:3:forces:R:3:mulliken_charge:R:1
C -3.151 -2.489 0.937 -0.2 0.0 0.1 -1.0329
H -2.719 -2.268 -0.038 0.1 0.0 -0.1 0.2883
C -4.546 -1.891 1.057 0.1 0.0 -0.1 -0.3718
C -4.579 -0.390 0.808 0.1 0.0 0.5 -0.6018
H -4.096 -0.130 -0.131 -0.1 0.0 -0.1 0.2631
H -5.608 -0.030 0.789 0.0 0.1 -0.1 0.3737
S -3.802 0.578 2.155 -0.1 0.0 -0.2 -0.1099
C -2.070 0.505 1.773 -0.3 0.2 -0.5 -0.1152
C -1.598 0.771 0.520 -0.7 0.0 0.5 -0.2827
N -0.266 0.705 0.287 0.5 -0.2 0.6 0.2128
C 0.458 0.894 -0.843 0.7 0.1 -0.5 -0.5406
C 1.787 0.708 -0.492 -1.0 0.0 0.2 0.3745
N 1.882 0.410 0.828 0.3 -0.1 0.2 -0.5692
C 0.654 0.410 1.300 -0.1 0.1 -0.4 0.4174
C 0.173 0.173 2.596 -0.4 0.0 0.2 -0.9712
C -1.171 0.218 2.828 0.4 0.0 0.0 -0.1671
H -1.576 0.035 3.810 0.0 -0.1 0.1 0.4606
H 0.884 -0.045 3.375 0.1 0.0 0.1 0.4612
C 2.970 0.797 -1.331 0.4 0.0 -0.3 0.4346
C 4.224 0.560 -0.766 -0.2 0.0 0.0 -0.3701
C 5.365 0.639 -1.538 0.1 0.0 -0.1 -0.5729
C 5.275 0.955 -2.884 0.1 0.0 0.0 -0.3942
C 4.035 1.192 -3.454 0.0 0.0 -0.1 -0.6701
C 2.888 1.115 -2.686 0.0 0.0 0.2 -0.4395
H 1.927 1.302 -3.140 -0.1 0.0 -0.1 0.2722
H 3.962 1.439 -4.503 0.0 0.0 -0.1 0.3747
H 6.168 1.017 -3.489 0.1 0.0 0.0 0.3836
H 6.332 0.453 -1.091 0.1 0.0 0.0 0.3692
H 4.272 0.316 0.284 0.0 0.0 0.1 0.4358
H -0.003 1.139 -1.778 -0.1 0.0 -0.2 0.4247
H -2.229 1.032 -0.316 0.0 0.0 0.0 0.4366
H -4.948 -2.094 2.051 -0.1 0.0 0.0 0.2676
H -5.207 -2.365 0.326 -0.1 0.0 0.0 0.3468
H -2.491 -2.093 1.704 0.1 0.0 0.0 0.2417
H -3.196 -3.569 1.054 0.1 -0.1 0.0 0.3702
```
Forces are in eV/Å.

Computed properties:
- SMILES = CCCSc1ccc2nc(-c3ccccc3)cn2c1
- relative energy (zero: lowest compared OMol25 entry of this formula, charge and spin) (kcal/mol) = 0.00
- E_LUMO (eV) = 0.378
- Kohn-Sham gap (Eh) = 0.3073
- charge = 0
- spin multiplicity = 1

---

Formula: C16H16N6O5S
Source: the Open Molecules 2025 dataset
Level of theory: ωB97M-V/def2-TZVPD

XYZ file:
```
44
Properties=species:S:1:pos:R:3:forces:R:3:mulliken_charge:R:1
O 0.669 0.726 2.443 0.0 -1.1 -0.2 -0.5792
O 0.060 -2.927 -2.020 -3.0 1.2 2.1 -0.6883
N -2.777 -0.819 0.863 -0.9 -0.4 -1.1 -0.5418
N -2.495 -0.145 3.218 -1.1 0.4 -2.7 -0.5964
N -3.735 1.795 3.864 0.0 0.0 0.0 -0.6622
O -0.243 -1.258 1.744 2.0 1.9 0.1 -0.5094
O 4.934 0.817 -0.201 0.3 -0.8 -0.9 -0.4558
O 4.039 0.075 -2.961 0.4 0.3 0.3 -0.4578
S -3.585 -1.285 -1.609 0.2 -0.5 -0.9 -0.1664
C 0.663 -0.199 1.653 -1.5 0.6 0.3 0.1162
C -0.775 -2.210 -1.372 4.3 -0.4 -3.8 0.6270
C -3.559 -0.406 -0.138 0.7 1.9 4.1 0.1903
C -2.914 0.778 4.086 0.8 -1.8 -1.0 -0.3443
C -3.036 -0.012 1.918 1.5 0.1 3.6 1.1964
C -4.227 1.929 2.647 0.7 -1.7 0.0 0.3000
C 2.774 0.350 0.563 0.5 0.2 -1.0 -0.8529
C 1.911 -0.574 -1.876 0.5 1.4 0.8 -0.4676
C 3.646 0.380 -0.521 1.0 -0.1 -0.2 0.5194
C 3.213 -0.029 -1.829 -0.8 0.2 0.3 0.2615
C 1.483 -0.127 0.419 0.1 -0.3 1.4 1.1948
C -3.911 1.014 1.635 0.7 -0.7 0.3 -0.1394
C 1.013 -0.552 -0.791 1.8 -1.0 -1.0 -0.2191
N -5.100 2.933 2.375 -0.7 1.6 -1.6 -0.5197
N -4.211 0.820 0.311 -1.3 -1.3 -2.8 -0.2039
N -0.293 -1.000 -0.892 -2.5 -1.6 -0.9 -0.0764
C 5.994 -0.114 -0.562 1.4 0.4 0.5 -0.6726
C 3.609 0.745 -4.185 -2.8 -0.4 0.6 -0.7853
C -2.268 -2.605 -1.419 0.9 1.1 0.7 -0.7311
H -0.891 -0.889 2.375 -0.2 -0.6 0.6 0.3552
H -2.532 0.527 5.055 -0.1 0.8 0.7 0.4073
H 3.131 0.763 1.500 -0.1 -0.3 0.0 0.4689
H 1.516 -0.898 -2.779 -0.5 -0.6 -1.7 0.4199
H -5.946 2.898 2.896 -0.4 0.3 0.6 0.2719
H -4.618 3.817 2.405 -0.4 0.4 0.2 0.2842
H -5.090 1.171 -0.088 0.8 -0.1 0.1 0.3011
H -0.929 -0.639 -0.235 -0.6 0.8 1.0 0.2533
H 6.014 -0.353 -1.618 -0.6 -0.2 -0.2 0.2717
H 7.015 0.382 -0.426 -1.6 -0.3 0.3 0.2461
H 6.002 -1.057 0.053 -0.4 0.9 -0.5 0.2622
H 3.054 1.676 -3.972 0.7 0.0 0.3 0.3298
H 2.811 0.142 -4.654 0.4 -0.2 0.1 0.2957
H 4.325 0.922 -4.991 0.8 -0.3 1.0 0.2836
H -2.386 -3.259 -2.265 -0.1 0.3 -0.8 0.4513
H -2.356 -3.305 -0.617 -0.8 0.0 1.1 0.3621
```
Forces are in eV/Å.

Computed properties:
- SMILES = COc1cc(NC(=O)CSc2nc3ncnc(N)c3[nH]2)c(C(=O)O)cc1OC
- relative energy (zero: lowest compared OMol25 entry of this formula, charge and spin) (kcal/mol) = 72.04
- E_LUMO (eV) = -0.234
- Kohn-Sham gap (Eh) = 0.2977
- charge = 0
- spin multiplicity = 1

---

Formula: C16H17AuN2O3Si
Source: the Open Molecules 2025 dataset
Level of theory: ωB97M-V/def2-TZVPD

XYZ file:
```
40
Properties=species:S:1:pos:R:3:forces:R:3:mulliken_charge:R:1
Au -0.524 -0.609 0.524 0.0 0.0 -0.1 0.0884
N -0.754 1.610 0.125 0.0 0.0 0.1 -0.5321
C -1.891 2.098 -0.670 0.0 0.0 0.0 -0.4605
C -2.064 1.426 -2.021 0.1 0.0 0.0 0.4320
O -2.611 2.002 -2.927 0.0 0.0 0.0 -0.5470
N -1.673 0.072 -2.076 -0.1 0.0 -0.1 -0.0964
C -1.179 -0.357 -3.161 0.0 0.0 0.1 -0.3100
C 2.052 0.220 -2.647 -0.1 0.0 -0.2 0.8196
O 2.155 -0.117 -3.750 0.0 0.0 0.0 -0.3977
O 1.938 0.575 -1.550 0.0 0.1 0.1 -0.4092
H -0.761 2.060 1.034 0.0 0.0 0.0 0.2931
H 0.126 1.862 -0.314 0.0 0.0 0.0 0.2757
H -1.850 3.173 -0.849 0.0 0.0 0.0 0.3609
H -2.809 1.886 -0.117 0.0 0.0 0.0 0.2764
H -0.990 0.305 -4.010 0.0 0.0 0.0 0.3152
H -0.932 -1.414 -3.250 0.0 0.1 0.0 0.2032
C -0.011 -3.760 -4.074 0.0 0.0 0.0 -0.4504
C 1.139 -3.308 -3.438 0.0 0.0 0.0 -0.6539
C 1.135 -3.100 -2.065 0.0 0.0 0.0 -0.2296
C -0.005 -3.338 -1.291 0.0 0.1 0.0 0.1151
C -1.148 -3.791 -1.952 0.0 0.0 0.0 -0.4140
C -1.156 -4.002 -3.326 0.0 -0.1 0.0 -0.6419
Si -0.045 -2.861 0.548 0.0 -0.1 0.0 0.2374
C 1.644 -3.340 1.237 0.0 0.0 0.0 0.2927
C 2.514 -2.402 1.792 0.0 0.0 0.0 -0.2981
C 3.770 -2.771 2.262 0.0 0.0 0.0 -0.5200
C 4.177 -4.094 2.183 0.0 0.0 0.0 -0.3579
C 3.326 -5.045 1.633 0.0 0.0 0.0 -0.6234
C 2.076 -4.668 1.166 0.0 0.0 0.0 -0.2104
H -0.012 -3.928 -5.143 0.0 0.0 0.0 0.3749
H 2.037 -3.120 -4.013 0.0 0.0 0.0 0.3676
H 2.044 -2.756 -1.578 0.0 0.0 0.0 0.6395
H -2.054 -3.978 -1.385 0.0 0.0 0.0 0.3152
H -2.055 -4.359 -3.813 0.0 0.0 0.0 0.3654
H -1.054 -3.778 1.149 0.0 0.0 0.0 -0.2447
H 2.202 -1.366 1.857 0.0 0.0 0.0 0.2019
H 4.429 -2.026 2.690 0.0 0.0 0.0 0.3642
H 5.153 -4.386 2.549 0.0 0.0 0.0 0.3619
H 3.639 -6.080 1.569 0.0 0.0 0.0 0.3667
H 1.424 -5.420 0.734 0.0 0.0 0.0 0.3302
```
Forces are in eV/Å.

Computed properties:
- relative energy (zero: lowest compared OMol25 entry of this formula, charge and spin) (kcal/mol) = 0.00
- E_LUMO (eV) = -0.118
- Kohn-Sham gap (Eh) = 0.2907
- charge = 0
- spin multiplicity = 1

---

What is the formula in the first record?
C16H16N2O2S

---

Please write out number 3 again, unchanged.
Formula: C16H16N2O4
Source: the Open Molecules 2025 dataset
Level of theory: ωB97M-V/def2-TZVPD

XYZ file:
```
38
Properties=species:S:1:pos:R:3:forces:R:3:mulliken_charge:R:1
O 0.286 2.380 -0.586 0.4 -0.9 0.8 -0.6324
O 4.138 -2.008 -2.691 -1.7 0.7 0.3 -0.6137
O 2.477 -0.994 -3.696 0.7 -0.8 1.7 -0.5832
O -2.164 0.544 2.123 -0.3 -0.4 0.4 -0.6233
C -0.672 2.034 -1.260 0.8 1.7 0.1 0.7909
C -1.023 2.930 -2.369 -2.2 -0.5 -1.8 -0.8865
C -2.110 2.657 -3.185 0.8 -0.9 1.5 -0.1381
C -2.871 1.428 -2.931 0.5 -0.1 1.0 -0.6871
C -2.522 0.635 -1.846 -0.3 0.6 -0.9 0.0022
C 2.898 -1.688 -0.185 2.1 -0.9 -1.6 -0.5218
C 1.026 -0.770 -1.402 0.4 0.0 -0.3 -0.1881
C 2.274 -1.550 1.023 -1.0 0.6 0.4 -0.5622
C 2.340 -1.308 -1.425 -2.1 0.5 2.1 -0.6905
C 0.383 -0.617 -0.181 1.4 -0.3 -0.4 0.5043
C 1.015 -0.943 1.026 -0.6 0.2 -0.3 -0.3721
N -1.456 0.913 -0.964 -1.0 -0.5 -1.6 0.3258
N 3.023 -1.456 -2.675 1.4 0.0 -2.1 0.9640
C 0.870 0.145 3.299 1.4 0.7 -0.7 -1.7848
C -0.577 -1.785 2.724 -0.3 -0.4 -0.2 -1.6416
C -0.999 -0.095 0.028 -0.2 0.9 0.3 -0.6988
C -0.927 0.397 1.458 0.8 0.2 1.4 -0.7980
C 0.104 -0.550 2.184 0.3 0.0 -0.4 2.0060
H -1.998 0.921 3.013 -0.1 -0.3 -0.9 0.3952
H -0.429 3.841 -2.584 -0.2 -0.9 0.7 0.3713
H -2.386 3.350 -3.972 0.0 -0.2 0.0 0.3963
H -3.735 1.114 -3.556 0.8 0.4 0.6 0.3486
H -3.137 -0.254 -1.677 0.6 0.2 0.3 0.3111
H 3.914 -2.138 -0.185 -0.8 0.4 -0.2 0.4056
H 0.500 -0.405 -2.294 0.6 -0.4 0.2 0.5524
H 2.768 -1.883 1.937 -0.2 0.2 -0.3 0.4442
H 1.510 0.978 2.906 -0.4 -0.7 0.1 0.3891
H 1.550 -0.548 3.825 -0.4 0.2 -0.1 0.4020
H 0.233 0.626 4.014 -0.6 0.0 0.6 0.4142
H -1.033 -1.576 3.688 -0.5 0.0 -0.1 0.3833
H -1.287 -2.159 1.971 -0.1 -0.1 0.6 0.3394
H 0.141 -2.572 2.922 0.3 -0.2 -0.1 0.3976
H -1.651 -0.950 0.075 -0.9 -0.2 -0.7 0.6741
H -0.475 1.357 1.446 0.7 1.0 -0.3 0.6044
```
Forces are in eV/Å.

Computed properties:
- SMILES = CC1(C)c2ccc([N+](=O)[O-])cc2[C@H](n2ccccc2=O)[C@H]1O
- relative energy (zero: lowest compared OMol25 entry of this formula, charge and spin) (kcal/mol) = 104.24
- E_LUMO (eV) = -0.703
- Kohn-Sham gap (Eh) = 0.2888
- charge = 0
- spin multiplicity = 1